[1]
Below is a single C19H30N2O2 molecule, with properties calculated with ωB97M-V/def2-TZVPD.

Its structure (SMILES) is CC(C)C[C@@H](CO)N1CCN(CCc2ccccc2)CCC1=O. The HOMO energy comes out at -8.46 eV. For the maximum force, the calculation gives 0.59 eV/A.

```
! wB97M-V def2-TZVPD RIJCOSX def2/J DEFGRID3
* xyz 0 1
C 2.499 4.798 -1.664
C 3.344 4.159 -0.563
C 4.010 5.247 0.279
C 2.506 3.259 0.351
C 1.877 2.042 -0.337
C 2.953 1.097 -0.930
O 2.494 -0.222 -1.086
N 0.998 1.347 0.603
C -0.428 1.397 0.370
C -0.991 0.059 -0.127
N -1.330 -0.798 0.991
C -2.305 -1.820 0.680
C -1.855 -2.909 -0.319
C -2.981 -3.869 -0.556
C -3.137 -4.991 0.248
C -4.202 -5.853 0.058
C -5.130 -5.602 -0.938
C -4.986 -4.485 -1.743
C -3.920 -3.625 -1.551
C -0.167 -1.287 1.702
C 0.548 -0.167 2.470
C 1.524 0.607 1.602
O 2.727 0.524 1.797
H 1.663 5.345 -1.231
H 2.109 4.050 -2.348
H 3.102 5.497 -2.240
H 4.129 3.557 -1.030
H 4.637 5.881 -0.343
H 3.257 5.871 0.755
H 4.630 4.805 1.054
H 3.134 2.891 1.164
H 1.702 3.854 0.792
H 1.235 2.370 -1.158
H 3.848 1.119 -0.301
H 3.212 1.450 -1.931
H 2.570 -0.651 -0.226
H -0.619 2.169 -0.376
H -0.955 1.679 1.287
H -1.907 0.251 -0.689
H -0.251 -0.397 -0.807
H -2.594 -2.300 1.619
H -3.191 -1.319 0.279
H -1.561 -2.436 -1.257
H -0.992 -3.438 0.090
H -2.414 -5.193 1.026
H -4.308 -6.724 0.689
H -5.961 -6.276 -1.088
H -5.705 -4.285 -2.523
H -3.810 -2.756 -2.185
H -0.514 -2.028 2.425
H 0.558 -1.780 1.030
H -0.194 0.496 2.915
H 1.142 -0.610 3.270
*
```

---

[2]
Below is 2 unconnected molecules or ions with the total composition CH7N2O in a non-equilibrium geometry, with properties calculated with ωB97M-V/def2-TZVPD.

The HOMO energy comes out at -15.38 eV. For the maximum force, the calculation gives 4.83 eV/A.

```
! wB97M-V def2-TZVPD RIJCOSX def2/J DEFGRID3
* xyz 1 1
N -0.992 0.379 -0.887
C -0.555 0.750 0.316
N 0.789 0.909 0.516
H -0.447 -0.158 -1.574
H -1.940 0.251 -1.025
H -1.277 1.024 1.151
H 1.088 1.062 1.525
H 1.354 0.782 -0.365
H 1.253 -1.785 0.548
H 0.101 -1.972 -0.326
O 0.627 -1.242 0.121
*
```

---

[3]
Below is a single C25H30N2O7 molecule, with properties calculated with ωB97M-V/def2-TZVPD.

Its structure (SMILES) is CCOc1cc(C(=O)OCC(=O)Nc2c(C)cccc2C)ccc1OCC(=O)N1CCOCC1. The HOMO energy comes out at -8.79 eV. For the maximum force, the calculation gives 0.70 eV/A.

```
! wB97M-V def2-TZVPD RIJCOSX def2/J DEFGRID3
* xyz 0 1
C 0.032 0.268 -2.973
C 0.660 1.639 -3.195
O 1.702 1.924 -2.276
C 1.424 2.174 -0.972
C 0.151 2.416 -0.478
C -0.058 2.742 0.861
C -1.417 2.914 1.409
O -1.672 3.097 2.572
O -2.368 2.799 0.451
C -3.719 2.713 0.875
C -4.247 1.267 0.831
O -5.304 0.975 1.338
N -3.419 0.429 0.173
C -3.526 -0.978 0.066
C -4.661 -1.574 -0.487
C -5.799 -0.752 -1.002
C -4.699 -2.960 -0.569
C -3.637 -3.732 -0.141
C -2.507 -3.125 0.379
C -2.437 -1.745 0.493
C -1.218 -1.087 1.072
C 1.028 2.862 1.721
C 2.297 2.608 1.246
C 2.515 2.232 -0.076
O 3.816 1.980 -0.413
C 4.090 0.922 -1.316
C 3.373 -0.383 -0.955
O 2.753 -1.004 -1.799
N 3.423 -0.777 0.333
C 4.304 -0.283 1.370
C 5.290 -1.397 1.751
O 4.615 -2.561 2.163
C 3.768 -3.045 1.145
C 2.736 -1.990 0.739
H -0.582 0.248 -2.076
H -0.590 0.009 -3.825
H 0.821 -0.473 -2.867
H -0.093 2.437 -3.182
H 1.165 1.659 -4.164
H -0.701 2.381 -1.137
H -4.320 3.331 0.203
H -3.819 3.088 1.899
H -2.519 0.814 -0.081
H -6.485 -1.368 -1.577
H -6.339 -0.301 -0.170
H -5.432 0.057 -1.632
H -5.574 -3.436 -0.987
H -3.684 -4.807 -0.216
H -1.674 -3.727 0.709
H -0.574 -1.833 1.529
H -0.639 -0.575 0.299
H -1.491 -0.355 1.831
H 0.857 3.130 2.751
H 3.156 2.685 1.894
H 5.175 0.783 -1.277
H 3.800 1.178 -2.339
H 4.844 0.602 1.044
H 3.695 -0.029 2.245
H 5.909 -1.087 2.595
H 5.937 -1.623 0.888
H 3.277 -3.930 1.551
H 4.363 -3.330 0.263
H 2.133 -2.341 -0.099
H 2.094 -1.754 1.594
*
```